C2H2F2O3 | wB97M-V/def2-TZVPD

Structure (XYZ):
```
9
Properties=species:S:1:pos:R:3
C -0.6695 -0.1429 -0.0587
C 0.7930 0.9810 0.1326
O -0.5026 -1.3952 0.2681
O 1.6598 0.0331 0.3655
O 0.8191 2.1393 -0.1121
F -1.0665 0.0160 -1.2964
F -2.4795 -0.0608 0.5295
H 2.6474 0.2863 0.3726
H -1.2013 -1.8568 -0.2009
```

Computed properties:
maximum force: 0.0619 Eh/bohr
E: -502.7650 a.u.
HOMO-LUMO gap: 11.007 eV